The following is a quantum chemistry calculation of C10H24ClMoO2P2 as an isolated structure in a non-equilibrium geometry, from the Open Molecules 2025 dataset.

Last column: Löwdin spin population.
Atoms and positions in Å:
C  0.35829  -3.86726  -1.55356  0.001
C  -0.42275  -2.87641  -2.20361  0.004
H  0.51490  -4.74848  -2.20457  0.000
H  -0.16964  -4.19780  -0.64465  0.000
H  1.34113  -3.42109  -1.32152  0.000
O  -1.07622  -2.11948  -2.79219  0.006
Cl  1.16251  -0.92215  2.11828  -0.031
Mo  0.10318  0.13646  0.30565  1.782
P  -2.16781  -0.23608  1.02360  -0.014
C  -3.50847  0.81432  0.36790  0.000
C  -2.79006  -1.91364  0.72175  0.002
H  -3.86541  -1.93518  0.94565  -0.001
H  -3.41551  -0.24977  3.07313  -0.001
H  -2.24736  -2.61354  1.36492  0.000
H  -1.68071  -0.63695  3.36965  0.000
H  -3.46796  0.82879  -0.72641  0.000
H  -2.64722  -2.20369  -0.32563  0.000
C  -2.37791  0.00513  2.82135  0.000
H  -4.46700  0.39580  0.70303  -0.001
H  -2.18735  1.05038  3.08756  0.000
H  -3.39589  1.83553  0.75076  0.000
P  2.19924  0.93636  -0.62582  -0.021
C  2.22123  2.38025  -1.74388  -0.001
C  3.33405  1.48200  0.69518  -0.001
H  3.34056  -1.16449  -0.91927  0.000
H  4.10113  0.15073  -1.89171  -0.001
H  2.57867  -0.60937  -2.44225  0.000
C  3.15181  -0.29618  -1.56084  0.002
H  3.47421  0.67878  1.42602  0.000
H  4.28706  1.74264  0.21780  -0.001
H  3.25492  2.53061  -2.08411  -0.001
H  1.87431  3.27382  -1.20979  0.000
H  2.92817  2.36287  1.20344  0.000
H  1.56743  2.18862  -2.60217  0.000
C  -0.70878  0.98924  -1.31869  0.096
O  -1.20243  1.69243  -2.13347  0.121
C  0.00857  1.92500  1.37050  0.014
H  0.27594  1.63166  2.40133  0.013
H  -1.01890  2.32542  1.35032  0.017
H  0.74004  2.65474  0.98633  0.017

Force components x, y, z for each atom (eV/Å):
0.410 -0.168 0.375
-3.266 2.770 -3.532
-0.195 0.281 -0.156
0.095 0.096 -0.054
-0.181 -0.163 0.061
3.177 -3.407 3.000
-0.767 0.268 -1.647
3.007 -2.951 5.102
-3.525 0.649 0.197
0.366 0.040 -0.236
0.559 -0.370 -0.225
0.288 -0.013 0.025
0.165 0.001 -0.169
-0.213 -0.033 -0.034
-0.211 0.102 0.023
-0.233 0.054 0.176
-0.190 0.042 0.138
0.777 0.002 0.143
0.232 0.171 -0.078
-0.074 -0.190 -0.033
-0.097 -0.164 -0.121
2.174 2.023 -1.857
-0.444 -0.184 0.111
-0.402 -0.296 0.562
0.184 0.099 -0.180
-0.270 -0.094 0.178
0.218 0.061 0.052
-0.498 -0.583 0.089
0.121 0.212 -0.123
-0.203 -0.064 -0.013
-0.279 -0.006 0.085
0.082 -0.143 -0.186
0.146 -0.143 -0.079
0.226 0.189 0.036
-3.450 5.080 -5.623
2.609 -3.942 4.072
-0.243 0.422 0.135
-0.108 0.264 -0.399
0.504 0.171 -0.019
-0.493 -0.085 0.206

The spin multiplicity is 3. The expectation value of S² is 2.064. The HOMO-LUMO gap (spin up / spin down) comes out at 6.5 / 7.4 eV. Its charge is +3.

The following is a quantum chemistry calculation of one molecule with the formula C16H11Cl2F2N3 in a non-equilibrium geometry, from the Open Molecules 2025 dataset.

Last column: Mulliken charge in e.
Atoms and positions in Å:
F  -1.54424  -2.00828  1.86433  -0.318
C  -0.73508  -1.48165  0.92652  1.080
F  -1.00209  -2.12536  -0.21413  -0.265
C  0.76521  -1.62700  1.22319  0.034
C  1.16929  -2.56779  2.17355  -0.505
C  2.53610  -2.86271  2.42802  -0.627
C  3.47325  -2.28031  1.60455  -0.495
C  3.10187  -1.31783  0.63938  -0.578
C  1.74573  -0.96992  0.44196  0.411
C  1.32372  0.03099  -0.61450  -0.976
N  1.00587  1.37564  -0.06098  0.238
C  1.69712  2.06218  0.89602  -0.069
N  0.97925  3.02775  1.36209  -0.716
N  -0.21883  2.99863  0.67072  -0.400
C  -0.18728  2.04548  -0.19878  0.185
C  -1.38329  1.65639  -0.95358  0.337
C  -2.61191  1.47852  -0.27297  -0.455
C  -3.79314  1.13941  -0.93451  -0.645
C  -3.80440  1.04831  -2.32803  -0.531
C  -2.59027  1.24569  -3.04290  0.373
Cl  -2.59950  1.12684  -4.77808  -0.198
C  -1.39491  1.54514  -2.35763  0.309
Cl  0.05994  1.88311  -3.31908  -0.167
H  -0.92787  -0.43977  0.81282  -0.284
H  0.44780  -3.13701  2.75432  0.389
H  2.75953  -3.58923  3.19226  0.406
H  4.52567  -2.54110  1.73026  0.354
H  3.87116  -0.85588  0.03390  0.398
H  2.16013  0.19570  -1.27286  0.428
H  0.50458  -0.38755  -1.20531  0.511
H  2.69586  1.80579  1.24203  0.474
H  -2.58367  1.57947  0.80517  0.468
H  -4.70888  0.99792  -0.38908  0.412
H  -4.73670  0.94842  -2.85865  0.425

Force components x, y, z for each atom (eV/Å):
0.072 -0.033 0.453
1.918 0.278 0.564
-0.386 -0.451 -1.178
0.252 -1.189 0.478
0.753 -0.095 0.377
-1.696 0.469 -0.985
0.495 0.622 -0.155
-1.034 -0.307 0.387
0.184 -0.458 0.641
0.809 0.458 0.279
-0.412 -1.329 -0.847
0.067 -0.651 -0.068
-0.610 0.475 -0.296
-0.012 1.325 0.730
0.471 -0.605 1.038
-0.962 -0.207 -0.978
0.662 -0.347 -0.220
0.801 0.394 -0.639
1.437 0.580 0.036
-0.521 -0.107 0.729
-0.124 0.047 0.395
-0.100 0.007 -0.463
-0.729 -0.260 0.825
-0.805 0.839 -0.132
-0.156 0.343 -0.168
0.280 -0.031 0.002
-0.245 0.173 -0.127
-0.042 0.030 -0.062
0.276 -0.192 -0.502
-0.088 0.538 0.136
-0.340 -0.046 -0.196
-0.105 0.050 -0.034
-0.133 0.012 0.168
0.020 -0.331 -0.188

The spin multiplicity is 1. The HOMO-LUMO gap comes out at 9.8 eV. Its charge is 0. The energy relative to the best compared isomer or geometry (same formula, charge and spin) is 0.0 kJ/mol.